1.
ORCA calculation (wB97M-V/def2-TZVPD) on C27H21BF4N2O2PdSTe as an isolated structure.

Each line ends with the natural charge from an NBO analysis.
CARTESIAN COORDINATES (ANGSTROEM)
Te1 0.755142 0.547013 -2.639161  0.870
Pd1 0.335204 0.214055 -0.069715  0.752
S1 0.344810 1.916697 1.994449  2.310
F1 -2.140334 1.622777 -2.109081  -0.575
F2 -1.774022 -0.512119 -2.861520  -0.592
F3 -3.917253 0.329710 -2.834818  -0.548
F4 -2.857506 -0.132811 -0.850250  -0.578
O1 1.060947 2.410138 3.124385  -0.903
O2 0.857180 2.223477 0.634963  -0.931
N1 -0.608733 -1.543728 0.302027  -0.430
N2 0.345750 0.308360 1.891693  -0.891
C1 4.980835 2.050630 -0.681328  -0.201
C2 -0.844854 -0.658128 3.832241  -0.252
C3 -0.484847 -0.631080 2.511202  0.226
C4 4.664659 0.700384 -0.649164  -0.222
C5 -1.645086 -1.711810 4.319384  -0.179
C6 1.604104 -2.392512 -2.623170  -0.247
C7 3.033421 2.483692 -2.023976  -0.236
C8 1.172249 -1.491384 -4.817429  -0.151
C9 4.170320 2.937224 -1.371948  -0.196
C10 -3.473088 2.736993 1.106394  -0.131
C11 -2.192667 -3.646566 1.180850  -0.109
C12 -0.930860 -1.650380 1.639917  0.090
C13 1.253781 -1.323806 -3.441764  -0.309
C14 -1.886473 -3.502428 -0.136437  -0.260
C15 3.531208 0.237944 -1.305543  -0.181
C16 -3.089825 3.408565 3.391893  -0.220
C17 1.896394 -3.627037 -3.188184  -0.200
C18 -2.151351 2.341450 0.991416  -0.192
C19 -3.938610 3.266953 2.302275  -0.198
C20 1.455924 -2.730203 -5.375145  -0.219
C21 1.822845 -3.793869 -4.563639  -0.199
C22 2.717055 1.130617 -1.996063  -0.303
C23 -1.729620 -2.696176 2.122824  -0.006
C24 -1.316104 2.478878 2.093089  -0.380
C25 -1.092142 -2.414348 -0.550472  0.126
C26 -1.765324 3.010794 3.295549  -0.174
C27 -2.074382 -2.714279 3.494600  -0.224
B1 -2.714997 0.339384 -2.167462  1.345
H1 -0.497859 0.127012 4.491381  0.233
H2 4.413178 3.991482 -1.395719  0.218
H3 1.623262 -2.273419 -1.548213  0.219
H4 -4.129771 2.625300 0.254467  0.228
H5 1.386653 -2.863876 -6.446531  0.220
H6 -1.922039 -1.719368 5.364674  0.223
H7 5.293383 0.007322 -0.105236  0.216
H8 -4.972390 3.576378 2.385900  0.218
H9 -2.695457 -3.516465 3.870123  0.220
H10 0.878898 -0.664796 -5.451178  0.218
H11 -2.814047 -4.466573 1.519344  0.222
H12 -2.255754 -4.189432 -0.883645  0.237
H13 2.045214 -4.757152 -5.003350  0.218
H14 -3.457366 3.830241 4.317776  0.219
H15 -1.796683 1.944713 0.051424  0.263
H16 -1.080796 3.116238 4.125207  0.240
H17 2.173287 -4.456741 -2.550462  0.217
H18 -0.883770 -2.241979 -1.593873  0.247
H19 3.281636 -0.813795 -1.273133  0.206
H20 5.857035 2.412664 -0.159631  0.217
H21 2.396348 3.186454 -2.547192  0.221

Atoms 1-3, force components in eV/Å:
Te 0.166 0.281 0.175
Pd 0.105 0.117 -0.145
S -0.171 -0.085 0.331

Properties
Gap between HOMO and LUMO   7.864 eV
E_tot   -68575.683 eV
HOMO level   -8.72 eV

=====

2.
ORCA calculation (wB97M-V/def2-TZVPD) on C27H21Br2IrN3OP as an isolated structure.

Each line ends with the natural charge from an NBO analysis.
CARTESIAN COORDINATES (ANGSTROEM)
Ir1 0.877622 -1.178986 -0.994868  1.011
Br1 4.813767 1.811412 -2.355457  0.161
Br2 -0.932874 5.150645 -1.932524  0.200
P1 0.271126 -0.938492 1.155981  1.438
O1 2.626069 -0.638302 -1.825404  -0.694
N1 0.745807 0.693996 1.303446  -0.923
N2 0.999703 0.744561 -1.027836  -0.358
N3 -0.790284 -0.194076 -2.124706  -0.555
C1 -2.073099 -0.184605 -2.346120  0.403
C2 0.760521 -2.984664 2.924104  -0.187
C3 -2.238158 -2.037950 0.875111  -0.201
C4 -3.293352 -0.651848 3.043977  -0.205
C5 2.375201 3.063771 -1.168050  -0.259
C6 3.411671 -2.218273 3.345146  -0.184
C7 -0.016277 1.065815 -2.157899  0.318
C8 2.886317 -3.336216 3.984505  -0.128
C9 -2.822354 1.050958 -2.381796  -0.298
C10 -0.086565 3.488806 -2.079752  0.078
C11 1.384340 3.523876 -2.307614  -0.263
C12 -1.447158 -1.142909 1.587132  -0.483
C13 -1.971274 -0.457370 2.685370  -0.107
C14 1.841948 2.591926 0.147195  -0.220
C15 -4.085760 -1.538035 2.322426  -0.149
C16 1.188908 1.060341 -3.155579  -0.289
C17 -0.786990 2.332015 -2.056317  -0.236
C18 1.283947 -1.853358 2.287802  -0.398
C19 1.191325 1.436227 0.204320  0.318
C20 2.169369 0.647879 -2.036489  0.420
C21 -3.558552 -2.238585 1.246268  -0.196
C22 -2.790910 -1.474796 -2.542974  -0.674
C23 1.567755 -3.721729 3.771427  -0.192
C24 2.618113 -1.479295 2.488049  -0.201
C25 -2.222294 2.227737 -2.138795  -0.041
C26 1.929915 2.414256 -3.246083  -0.220
C27 2.935425 1.966816 -2.131177  -0.113
H1 -0.272274 -3.272498 2.774026  0.235
H2 1.659705 4.514883 -2.658097  0.269
H3 -2.249118 -2.085818 -3.264607  0.261
H4 -1.806297 -2.613026 0.062721  0.214
H5 0.995404 1.061387 2.212387  0.443
H6 -3.800784 -1.301909 -2.905393  0.255
H7 4.439575 -1.929242 3.513458  0.244
H8 -1.356712 0.223809 3.261506  0.215
H9 -5.116455 -1.691662 2.611311  0.245
H10 -4.171520 -2.948559 0.707672  0.239
H11 -3.890195 0.988195 -2.530051  0.256
H12 2.036783 3.155594 1.049665  0.256
H13 3.121552 3.837850 -1.009345  0.276
H14 1.168696 -4.592192 4.273086  0.246
H15 -2.859637 -2.033690 -1.613168  0.254
H16 -3.706336 -0.121411 3.890684  0.245
H17 3.036364 -0.622897 1.972662  0.226
H18 1.053348 0.484453 -4.066105  0.271
H19 3.510174 -3.911316 4.655311  0.246
H20 -2.805677 3.135791 -2.064739  0.260
H21 2.250471 2.720706 -4.235802  0.271

Atoms 1-3, force components in eV/Å:
Ir -0.177 0.180 -0.425
Br -0.092 0.035 0.007
Br 0.031 -0.044 0.002

Properties
Total charge   +2
Gap between HOMO and LUMO (spin up / spin down)   6.490 / 6.391 eV
E_tot   -187051.287 eV
HOMO level (spin up / spin down)   -14.70 / -14.71 eV

=====

3.
ORCA calculation (wB97M-V/def2-TZVPD) on C27H21Cl5N5Pd as an isolated structure.

Each line ends with the natural charge from an NBO analysis.
CARTESIAN COORDINATES (ANGSTROEM)
Pd1 -0.174229 0.339143 -1.367597  0.606
Cl1 -0.243084 -0.059793 -7.928148  0.019
Cl2 1.194534 -2.103741 -6.038858  0.020
Cl3 -1.902413 2.266185 -6.695172  0.016
Cl4 -2.127906 2.595871 -3.636454  0.000
Cl5 0.992987 -1.741360 -2.935672  0.013
N1 2.703775 0.632636 -1.274905  -0.251
N2 -2.028011 -2.033815 0.340383  -0.170
N3 0.110809 -0.049653 0.682741  -0.733
N4 2.729897 1.079506 -0.007527  -0.177
N5 -1.443010 -2.075871 -0.868244  -0.249
C1 3.524791 -0.745435 3.105667  -0.112
C2 2.509644 0.220395 1.116969  0.041
C3 3.055605 1.677283 -2.007968  -0.056
C4 1.215070 -0.245007 1.452085  0.281
C5 -1.061246 1.170403 -5.650618  -0.091
C6 1.147612 -0.951311 2.678048  -0.294
C7 3.086842 2.379765 0.066613  -0.039
C8 -0.442156 0.477904 -3.383662  -0.267
C9 0.235257 -0.578106 -4.002936  0.020
C10 -1.369810 1.090568 2.234487  -0.250
C11 2.254311 -1.185187 3.469397  -0.182
C12 -1.116147 1.319853 -4.262041  -0.076
C13 3.613283 -0.039659 1.914906  -0.182
C14 -0.331204 0.129340 -6.213067  -0.104
C15 4.744011 -1.045835 3.938738  -0.612
C16 -0.316981 2.300494 -1.009712  -0.785
C17 -5.045326 0.677484 3.113411  -0.618
C18 -3.436605 -0.622525 1.675188  -0.215
C19 -2.285505 -4.104459 -0.345395  -0.357
C20 3.299803 2.816734 -1.217294  -0.362
C21 -2.186424 -0.835943 1.107616  0.079
C22 -1.118881 0.044788 1.336441  0.273
C23 -2.548486 -3.237576 0.684614  -0.046
C24 -3.671811 0.432920 2.543644  -0.060
C25 0.316210 -0.772079 -5.373282  -0.135
C26 -1.602377 -3.315816 -1.292947  -0.049
C27 -2.605161 1.277958 2.828807  -0.201
H1 -1.368512 2.577773 -0.938656  0.187
H2 -2.534244 -5.150263 -0.400530  0.220
H3 -4.987693 1.245378 4.042802  0.208
H4 3.082696 1.583263 -3.082935  0.204
H5 -4.243937 -1.300800 1.421454  0.207
H6 -3.028871 -3.380353 1.637240  0.217
H7 0.169188 2.474219 -0.046619  0.175
H8 -1.195480 -3.601299 -2.249975  0.214
H9 0.180701 -1.323705 2.993020  0.206
H10 4.474042 -1.207136 4.983812  0.204
H11 5.462170 -0.224402 3.900769  0.205
H12 -5.562972 -0.260616 3.320528  0.207
H13 4.571605 0.347349 1.581710  0.206
H14 5.260318 -1.945643 3.591422  0.204
H15 -5.665356 1.247370 2.416667  0.213
H16 -2.753169 2.111198 3.508105  0.199
H17 3.572715 3.807228 -1.538803  0.219
H18 3.139575 2.880268 1.019085  0.216
H19 -0.550344 1.767795 2.441263  0.218
H20 2.129155 -1.738528 4.395792  0.193
H21 0.170726 2.904856 -1.774411  0.185

Atoms 1-3, force components in eV/Å:
Pd -0.384 -0.089 0.057
Cl 0.006 -0.007 -0.015
Cl -0.003 0.005 -0.012

Properties
Total charge   -1
Gap between HOMO and LUMO   6.710 eV
E_tot   -101883.145 eV
HOMO level   -4.10 eV

=====

4.
ORCA calculation (wB97M-V/def2-TZVPD) on a 2-piece molecular cluster, C27H21F2NO4 overall at a distorted geometry.

Each line ends with the natural charge from an NBO analysis.
CARTESIAN COORDINATES (ANGSTROEM)
F1 2.565845 3.004126 -5.958282  -0.317
F2 7.010397 0.790987 -2.072671  -0.317
O1 1.015105 1.428528 -1.275271  -0.724
O2 0.174716 4.226000 1.455597  -0.543
O3 1.307692 3.495364 -0.475307  -0.543
O4 -0.953201 2.777253 2.754773  -0.639
N1 4.246424 -3.214930 4.332670  -0.334
C1 2.405731 -1.754187 1.732335  -0.172
C2 1.521014 -1.003410 3.855981  -0.139
C3 -0.516395 0.571131 1.031334  -0.435
C4 1.447366 -0.992730 1.068558  -0.176
C5 2.577339 1.212058 -4.404173  -0.168
C6 0.675252 1.563686 -5.914923  -0.182
C7 0.027257 0.455262 -5.342100  -0.210
C8 1.891996 0.130804 -3.775885  -0.133
C9 3.679483 -0.755448 -2.208086  -0.171
C10 0.623944 -0.248500 -4.309909  -0.091
C11 0.554822 -0.251353 3.187270  -0.224
C12 5.994476 -0.110301 -1.863670  0.372
C13 2.444614 -1.764807 3.130082  -0.212
C14 1.936342 1.904119 -5.428969  0.391
C15 2.546748 3.641775 1.628276  -0.672
C16 2.351548 -0.600910 -2.662282  0.183
C17 4.747420 0.167101 -2.422738  -0.136
C18 0.496405 -0.276225 1.792069  0.040
C19 3.433885 -2.558699 3.799751  0.288
C20 0.789455 2.228917 -0.372863  0.744
C21 6.252790 -1.231536 -1.080787  -0.191
C22 3.965359 -1.932039 -1.448592  -0.117
C23 5.211076 -2.148525 -0.874981  -0.208
C24 0.001603 1.926628 0.768347  -0.409
C25 -0.311585 2.954029 1.729147  0.759
C26 1.442354 4.234457 0.758103  0.537
C27 1.717849 5.710320 0.417009  -0.626
H1 -0.151374 0.384001 3.727784  0.249
H2 -1.414654 0.674837 1.652371  0.243
H3 0.874800 6.123883 -0.143369  0.229
H4 -0.945804 0.140198 -5.721664  0.238
H5 2.629560 5.815910 -0.173179  0.214
H6 0.140430 -1.133782 -3.885235  0.224
H7 3.123913 -2.343835 1.159606  0.203
H8 1.834168 6.286586 1.339898  0.222
H9 5.382079 -3.046386 -0.277499  0.243
H10 7.218519 -1.348239 -0.590542  0.252
H11 1.430005 -0.917570 -0.019732  0.196
H12 3.567819 1.507426 -4.096514  0.223
H13 2.651300 4.262178 2.529412  0.225
H14 0.191969 2.183172 -6.666717  0.249
H15 4.603839 1.065959 -2.999402  0.218
H16 2.321970 2.604718 1.920848  0.234
H17 3.494546 3.671383 1.074969  0.215
H18 -0.738789 0.085343 0.074266  0.216
H19 3.176446 -2.685263 -1.358308  0.227
H20 1.611449 -1.266732 -2.202957  0.230
H21 1.557738 -1.004119 4.945922  0.226

Atoms 1-3, force components in eV/Å:
F -0.551 -1.102 0.412
F -0.977 -0.875 0.207
O 0.520 -0.637 -1.409

Properties
Gap between HOMO and LUMO   3.237 eV
E_tot   -43452.225 eV
HOMO level   -6.87 eV